Computed, not measured: a molecular structure, C22H26N5S2Zr in a non-equilibrium geometry, with wB97M-V/def2-TZVPD.

Calculated values
LUMO energy (hartree): -0.387
Total charge: +3

Last column: Mulliken charge in e.
Atoms and positions in Å:
Zr: 0.1795 -0.2271 -0.4288  0.045
N: -1.6955 3.9154 -0.9993  -0.375
C: -0.9559 2.8246 -0.8210  0.777
S: -1.7736 1.2608 -1.0268  -0.386
N: 0.2978 2.9813 -0.5059  -1.502
N: 0.9800 1.8046 -0.3859  0.991
C: 2.2132 1.9130 -0.0519  -0.597
C: 3.0387 0.7268 0.1079  1.027
C: 4.3346 0.8492 0.5391  -0.934
C: 5.1228 -0.2922 0.6457  -0.398
C: 4.5754 -1.5105 0.2788  -1.087
C: 3.2627 -1.5562 -0.1410  0.052
N: 2.4733 -0.4694 -0.2142  0.389
H: -2.6516 3.8510 -1.3004  0.213
H: -1.2522 4.8228 -1.0033  0.270
H: 2.6381 2.8997 0.0899  0.454
H: 4.7294 1.8289 0.7836  0.516
H: 6.1464 -0.2251 0.9970  0.487
H: 5.1563 -2.4238 0.3134  0.469
H: 2.8386 -2.4996 -0.4355  0.428
C: -1.2970 -1.7763 -4.4049  -1.669
C: -0.1537 -1.5988 -3.4093  0.373
C: 0.3388 -0.1319 -3.4058  -1.325
C: -0.5075 -2.0229 -1.9937  -0.088
C: -1.7298 -1.7372 -1.3539  -0.404
C: -1.9217 -2.0542 -0.0046  -0.417
C: -0.9337 -2.6959 0.7582  0.623
C: -1.1811 -3.1144 2.1663  -1.205
C: 0.2612 -3.0255 0.1042  -0.429
C: 0.4617 -2.7043 -1.2403  -0.545
H: -0.9446 -1.5384 -5.4098  0.435
H: -2.1381 -1.1094 -4.1864  0.398
H: -1.6565 -2.8077 -4.4155  0.406
H: 0.6789 -2.2280 -3.7207  0.585
H: 1.0908 0.0833 -2.6126  0.511
H: -0.4969 0.5436 -3.3284  0.329
H: 0.8546 0.0851 -4.3385  0.554
H: -2.5567 -1.3526 -1.9324  0.527
H: -2.8959 -1.8943 0.4361  0.612
H: -0.9330 -2.2998 2.8535  0.205
H: -0.5684 -3.9755 2.4322  0.439
H: -2.2299 -3.3733 2.3156  0.429
H: 0.9917 -3.6317 0.6249  0.597
H: 1.3249 -3.0824 -1.7708  0.560
S: 0.0215 0.1907 2.1045  -0.592
C: -1.1715 1.3555 2.6768  0.841
N: -0.7205 2.2347 3.6014  -0.053
C: -1.4909 3.1594 4.2125  -0.332
C: -2.8162 3.2517 3.8913  -0.584
C: -3.3312 2.3530 2.9640  -0.445
C: -2.5124 1.4070 2.3616  -0.246
H: 0.2503 2.1634 3.8776  0.272
H: -1.0061 3.7839 4.9502  0.449
H: -3.4374 3.9960 4.3687  0.458
H: -4.3872 2.3800 2.7201  0.477
H: -2.9147 0.6927 1.6667  0.412

Cartesian forces (eV/Å) of the 3 atoms listed first:
Zr -1.2 -0.5 1.3
N -0.1 -0.1 0.0
C -0.2 0.2 -0.1

Computed, not measured: a molecular structure, C19H18N5OY in a non-equilibrium geometry, with wB97M-V/def2-TZVPD.

Calculated values
LUMO energy (hartree): -0.263
Total charge: +2

Last column: Mulliken charge in e.
Atoms and positions in Å:
Y: -0.3123 -1.1569 -1.5790  1.553
C: -1.5564 -1.3327 2.6881  -1.492
C: -1.4998 -1.3653 1.2049  0.669
N: -0.3706 -1.3786 0.5492  0.253
N: 0.8281 -1.3603 1.1260  -1.037
C: 1.8444 -1.3262 0.2571  0.767
O: 1.6238 -1.2905 -1.0206  -0.914
C: 3.1946 -1.3156 0.7777  0.606
C: 3.4233 -1.3145 2.1636  -0.177
C: 4.7136 -1.3125 2.6480  -0.772
C: 5.7898 -1.3141 1.7647  -0.343
C: 5.5739 -1.3116 0.3897  -0.705
C: 4.2867 -1.3109 -0.1051  -0.413
C: -2.7082 -1.3515 0.3763  0.704
C: -3.9786 -1.3315 0.9525  -0.574
C: -5.1013 -1.3216 0.1429  -0.470
C: -4.9318 -1.3223 -1.2358  -0.707
C: -3.6448 -1.3357 -1.7487  0.035
N: -2.5462 -1.3529 -0.9804  -0.225
H: -0.5458 -1.3210 3.0852  0.299
H: -2.0742 -2.2053 3.0800  0.431
H: -2.0863 -0.4455 3.0274  0.386
H: 2.5779 -1.3173 2.8305  0.450
H: 4.8948 -1.3153 3.7128  0.418
H: 6.8005 -1.3205 2.1466  0.414
H: 6.4138 -1.3158 -0.2906  0.415
H: 4.0980 -1.3130 -1.1680  0.410
H: -4.0790 -1.3255 2.0256  0.420
H: -6.0882 -1.3101 0.5789  0.470
H: -5.7796 -1.3130 -1.9034  0.418
H: -3.4896 -1.3340 -2.8226  0.396
N: -0.3572 5.1990 -1.7142  -0.415
C: -0.3946 3.8748 -1.7404  1.128
C: -0.5000 3.1105 -0.5522  -0.837
C: -0.4979 1.7466 -0.6101  -0.169
N: -0.4221 1.0389 -1.7721  -0.233
C: -0.3399 1.7686 -2.9163  -0.322
C: -0.3330 3.1354 -2.9456  -0.756
H: -0.4167 5.6989 -0.8409  0.219
H: -0.2941 5.7371 -2.5639  0.219
H: -0.5815 3.6057 0.4034  0.373
H: -0.5657 1.1701 0.3157  0.367
H: -0.2870 1.2061 -3.8458  0.367
H: -0.2809 3.6496 -3.8928  0.377

Cartesian forces (eV/Å) of the 3 atoms listed first:
Y -0.8 -0.5 -3.6
C 0.2 0.0 0.0
C 1.1 0.0 0.3

Computed, not measured: C21H19N5O3S in the gas phase in a non-equilibrium geometry, with wB97M-V/def2-TZVPD.

Calculated values
Structure (SMILES): COc1ccccc1NC(=O)CSc1nnc(-c2ccccn2)n1Cc1ccco1
LUMO energy (hartree): 0.012

Last column: Mulliken charge in e.
Atoms and positions in Å:
C: -1.8447 -0.4864 3.2328  -1.089
H: -2.7959 -0.6627 3.7429  0.462
O: -2.0345 -0.2772 1.8527  -0.299
C: -2.8885 0.7251 1.4517  0.813
C: -3.4642 1.6592 2.2941  -0.514
C: -4.3003 2.6385 1.7762  -0.693
C: -4.5623 2.6889 0.4216  -0.710
C: -3.9965 1.7565 -0.4330  -0.535
C: -3.1631 0.7714 0.0709  0.155
N: -2.5570 -0.2106 -0.7158  0.051
C: -2.5739 -0.3689 -2.0577  0.704
O: -3.1856 0.3124 -2.8476  -0.667
C: -1.7410 -1.5540 -2.5538  -0.816
H: -2.3982 -2.4057 -2.7354  0.471
H: -1.2474 -1.2745 -3.4842  0.431
S: -0.4714 -2.1277 -1.3850  -0.216
C: 0.5908 -0.7532 -1.5067  0.366
N: 0.8363 -0.0686 -2.5953  -0.623
N: 1.7004 0.8882 -2.2763  -0.484
C: 1.9897 0.7916 -0.9973  0.082
N: 1.2903 -0.2527 -0.4507  0.292
C: 1.2353 -0.7192 0.9122  0.587
C: 1.5243 -2.1818 0.9940  -0.154
C: 2.4707 -2.9551 0.3882  -0.162
C: 2.2465 -4.2777 0.8425  -0.643
C: 1.1870 -4.2064 1.6900  -0.505
O: 0.7409 -2.9420 1.7875  -0.194
H: 0.6749 -4.9522 2.2642  0.469
H: 2.8004 -5.1523 0.5713  0.470
H: 3.2263 -2.6263 -0.2958  0.547
H: 0.2311 -0.5414 1.3126  -0.627
H: 1.9659 -0.1243 1.4729  0.536
C: 2.9147 1.6780 -0.3204  0.804
N: 3.1346 1.5044 0.9825  -0.317
C: 3.9836 2.3136 1.5897  -0.285
C: 4.6581 3.3383 0.9464  -0.650
C: 4.4286 3.5230 -0.4109  -0.318
C: 3.5453 2.6831 -1.0601  -0.780
H: 3.3239 2.7721 -2.1105  0.473
H: 4.9330 4.3107 -0.9508  0.429
H: 5.3405 3.9722 1.4902  0.379
H: 4.1239 2.1244 2.6463  0.438
H: -2.0222 -0.8857 -0.1767  0.007
H: -4.1934 1.7824 -1.4916  0.535
H: -5.2107 3.4526 0.0214  0.384
H: -4.7417 3.3614 2.4452  0.380
H: -3.2671 1.6389 3.3543  0.417
H: -1.2207 -1.3763 3.3106  0.196
H: -1.3310 0.3601 3.6997  0.400

Cartesian forces (eV/Å) of the 3 atoms listed first:
C 0.1 -0.1 0.2
H 0.0 0.0 0.0
O -0.3 0.2 -0.5

Computed, not measured: 10 unconnected molecules or ions with the total composition C22H69N9O10 in a non-equilibrium geometry, with wB97M-V/def2-TZVPD.

Calculated values
Structure (SMILES): COC[C@H](C)N.COC[C@H](C)N.COC[C@H](C)N.COC[C@H](C)N.COC[C@H](C)N.NC(N)=O.NC(N)=O.O.O.O
LUMO energy (hartree): 0.014

Last column: Mulliken charge in e.
Atoms and positions in Å:
C: -3.7364 0.1132 0.3435  0.587
O: -3.3715 -0.9221 -0.2017  -0.642
N: -2.8060 0.9618 0.8903  0.007
N: -5.0474 0.5245 0.3584  -0.375
H: -1.8557 0.6946 0.6669  -0.062
H: -3.0431 1.8757 1.2273  0.124
H: -5.2520 1.4540 0.6695  0.139
H: -5.7304 -0.1505 0.0759  0.250
C: 2.2563 3.3095 1.4014  0.162
O: 1.8454 2.2128 1.8101  -0.144
N: 2.4435 4.3468 2.2671  -0.319
N: 2.6609 3.4848 0.1123  -0.216
H: 2.9232 5.1467 1.8979  0.184
H: 1.9441 4.3403 3.1440  0.296
H: 2.6093 2.6142 -0.4046  0.038
H: 2.4993 4.3444 -0.3822  0.233
C: 4.8374 2.5004 -4.6317  -1.719
C: 3.8189 1.6611 -3.8862  0.699
C: 4.0613 1.6825 -2.3901  -1.003
O: 3.1758 0.8619 -1.6629  0.287
C: 3.7124 -0.4258 -1.4228  -0.624
N: 2.4555 2.1713 -4.1901  -0.620
H: 5.7996 1.9996 -4.7389  0.416
H: 5.0915 3.4028 -4.0552  0.343
H: 4.4347 2.8101 -5.5930  0.435
H: 3.8263 0.6653 -4.3422  0.308
H: 3.8949 2.7038 -2.0398  0.289
H: 5.1107 1.4346 -2.1705  0.437
H: 2.9962 -1.0988 -0.9576  -0.114
H: 4.5759 -0.3513 -0.7565  0.284
H: 4.0073 -0.9194 -2.3574  0.348
H: 2.5069 3.1868 -4.0985  0.301
H: 1.7846 1.9053 -3.4773  0.077
C: -0.4854 -7.1120 -3.1765  -1.440
C: 0.0179 -6.3690 -1.9522  0.703
C: -0.2517 -4.8806 -2.0026  -0.530
O: 0.4275 -4.2883 -0.9152  -0.438
C: 0.6542 -2.9167 -1.0693  -0.248
N: -0.6594 -6.9081 -0.7789  -0.709
H: -0.3615 -8.1805 -2.9719  0.409
H: 0.1250 -6.9292 -4.0622  0.331
H: -1.5369 -6.9120 -3.3737  0.347
H: 1.1159 -6.4618 -1.9279  0.176
H: -1.3315 -4.7134 -1.8877  0.222
H: 0.0959 -4.4792 -2.9620  0.123
H: 1.2701 -2.6004 -0.2259  0.304
H: -0.2921 -2.3533 -1.0072  0.007
H: 1.1131 -2.6062 -2.0156  0.291
H: -0.5402 -7.9056 -0.6822  0.224
H: -0.4102 -6.4317 0.0755  0.235
C: -0.1699 -0.2028 -3.2739  -0.117
C: -1.3533 -0.6222 -4.1009  0.524
C: -1.4456 -2.1297 -4.2842  -0.788
O: -0.2716 -2.7457 -4.7958  -0.215
C: 0.0805 -2.3362 -6.0956  -0.797
N: -2.5791 -0.1273 -3.4325  -0.738
H: 0.7603 -0.5354 -3.7602  0.254
H: -0.1739 -0.5859 -2.2571  -0.485
H: 0.0677 0.8616 -3.2226  0.119
H: -1.3207 -0.1753 -5.0986  0.193
H: -2.3349 -2.3660 -4.8865  0.322
H: -1.5833 -2.6270 -3.3194  0.304
H: -0.6816 -2.6548 -6.8229  0.305
H: 0.9799 -2.8771 -6.3958  0.247
H: 0.2731 -1.2651 -6.1680  0.300
H: -3.3915 -0.7054 -3.6336  0.295
H: -2.4375 -0.2856 -2.4349  0.079
C: -1.2401 5.7015 2.2834  -1.386
C: -1.8320 4.5435 3.0850  0.127
C: -0.8447 3.4008 3.2125  0.683
O: 0.1704 3.7702 4.1467  -0.431
C: 0.5867 2.7000 4.9807  -0.566
N: -2.3122 5.0614 4.3629  -0.737
H: -0.8414 5.3892 1.3189  0.267
H: -0.4468 6.1709 2.8752  0.272
H: -1.9927 6.4759 2.1381  0.408
H: -2.7328 4.2148 2.5523  0.262
H: -0.3499 3.1688 2.2623  -0.680
H: -1.3261 2.4708 3.5392  0.361
H: -0.2680 2.1371 5.3614  0.314
H: 1.1366 3.1195 5.8244  0.313
H: 1.2788 2.0360 4.4516  0.111
H: -1.5184 5.3314 4.9340  0.292
H: -2.8184 4.3630 4.8949  0.278
C: -3.6662 -2.7532 5.2734  -1.538
C: -2.2414 -2.2157 5.4304  0.606
C: -1.8135 -1.5523 4.1441  -0.675
O: -0.4153 -1.3606 4.1388  -0.477
C: 0.0546 -0.9153 2.8910  -0.224
N: -2.1661 -1.2387 6.5775  -0.663
H: -4.1020 -2.9066 6.2610  0.461
H: -3.6888 -3.7082 4.7448  0.375
H: -4.2859 -2.0647 4.6931  0.344
H: -1.5767 -3.0350 5.7003  0.277
H: -2.3170 -0.5772 4.0507  0.203
H: -2.1206 -2.1882 3.3025  0.347
H: -0.5196 -1.3454 2.0690  0.390
H: 1.1150 -1.1737 2.8026  0.176
H: 0.0896 0.1864 2.8672  -0.124
H: -3.0798 -1.2259 7.0220  0.257
H: -2.0859 -0.3114 6.1680  0.215
O: 0.0843 0.9293 0.0922  0.948
H: 0.1928 1.5545 0.8263  -0.483
H: 0.7621 0.2660 0.2592  -0.087
O: -0.1242 3.5712 -1.2962  -0.706
H: -0.0397 2.6596 -0.9858  0.103
H: -0.8422 3.5396 -1.9358  0.288
O: 3.4364 -0.1256 1.9979  -0.649
H: 2.7161 0.5177 2.0793  0.240
H: 4.1862 0.3056 2.4160  0.292

Cartesian forces (eV/Å) of the 3 atoms listed first:
C 0.4 0.2 -0.8
O -0.3 -0.1 0.3
N -0.5 -0.5 0.0